(1)
{
  "formula": "C2H2FN3",
  "method": "ωB97M-V/def2-TZVPD",
  "symbols": ["H", "H", "N", "F", "N", "C", "N", "C"],
  "xyz": [[-1.2370, -1.7490, 0.3199], [1.0264, 1.7410, -0.0081], [0.8312, -0.0566, -1.1553], [2.3519, 0.0924, -2.4949], [-0.3235, 0.1793, 0.5667], [-0.5422, -1.0215, -0.0410], [0.1953, -1.1621, -1.1204], [0.5923, 0.7782, -0.1646]],
  "lowdin_charge": [0.109, 0.128, 0.091, -0.186, 0.093, -0.178, 0.100, -0.158],
  "homo_lumo_gap_ev": [7.3280, 7.3325],
  "lumo_ev": [-4.0636, -4.0599]
}



(2)
{
  "formula": "C47H42F9N5O2S7Sr",
  "method": "ωB97M-V/def2-TZVPD",
  "symbols": ["C", "C", "H", "O", "H", "H", "H", "S", "C", "H", "C", "C", "N", "C", "C", "H", "C", "C", "H", "H", "C", "C", "H", "S", "H", "H", "C", "C", "C", "C", "H", "H", "C", "C", "S", "H", "C", "H", "H", "F", "C", "H", "N", "H", "Sr", "C", "H", "C", "C", "H", "H", "C", "C", "C", "C", "H", "H", "F", "H", "N", "H", "H", "F", "C", "C", "H", "H", "H", "F", "F", "C", "H", "C", "C", "H", "C", "C", "H", "C", "H", "S", "C", "C", "S", "H", "C", "C", "C", "F", "N", "H", "H", "H", "F", "H", "H", "N", "F", "S", "H", "C", "H", "O", "H", "F", "C", "C", "C", "C", "C", "S", "C", "C"],
  "xyz": [[0.7749, 1.7059, 3.8452], [-2.8698, -5.1256, -6.8947], [2.0776, -0.3208, -1.7800], [-4.1058, 0.5927, 3.7125], [-2.0004, 4.4846, 1.1077], [-1.2105, 8.6561, 1.7522], [2.4604, -2.5104, -0.5613], [0.4730, -3.3029, 4.7909], [4.2661, 5.8154, -1.1235], [2.9654, -3.2575, -2.3465], [-4.4432, 6.6028, 1.7144], [-1.7122, -7.3313, -5.6482], [-1.7684, -1.9705, 3.6882], [-2.7941, 4.9813, 1.6394], [-1.5308, -5.2668, -6.9120], [-0.2925, 0.1129, 6.6322], [1.2818, 0.5003, 1.2985], [3.0094, 5.4758, -0.7471], [3.1999, 2.5726, 6.1603], [-4.5453, 1.2626, 4.3076], [2.0686, -1.7594, 1.3348], [1.9196, -0.4389, -0.7322], [4.3016, -2.3547, -3.0736], [4.4820, -4.5301, -0.5016], [5.8920, 5.8461, 1.8315], [5.8287, -3.6994, -2.2916], [1.4496, 1.3860, 6.4644], [-0.5412, 7.8626, 2.0916], [1.4532, 0.6506, -0.0422], [-2.9030, 4.6399, 3.0162], [-1.2928, -8.1873, -5.1878], [-3.6402, -7.7452, -4.8799], [-0.8732, -2.5644, 4.1521], [5.2992, 5.9591, -0.2286], [3.3751, -7.0711, -2.9379], [1.7599, 1.2288, 7.5367], [-4.9105, -1.0743, -0.7516], [2.1589, 5.3591, -1.3829], [-0.9180, -4.5550, -7.4139], [-4.9292, -3.4865, -1.0434], [2.1586, -1.6430, -0.0494], [2.0387, -6.7408, -4.8142], [1.4257, 3.2217, 1.7059], [2.4923, 3.0413, 3.6572], [-2.9086, -0.1865, 2.0883], [-0.9440, -6.3995, -6.4022], [-0.9532, 8.5715, 4.0369], [-6.4019, -0.7127, -1.1008], [-4.1670, -0.9488, -2.1320], [-4.2561, 5.1947, 4.6989], [1.4522, -4.3758, -3.0565], [0.3416, 0.7193, 6.0377], [-3.6406, -6.0231, -6.2020], [0.5242, 5.5901, 3.1561], [-3.0527, -7.0977, -5.4812], [-2.1591, 3.8554, 3.3647], [1.6146, -0.6175, 3.0931], [-6.4279, 0.2970, -1.9773], [-3.3165, -4.1690, -7.3059], [-1.0825, 1.8950, 1.9086], [0.1313, 6.4689, 5.0354], [5.0271, -5.1235, -2.6310], [-4.0782, 0.3529, -2.4899], [1.6330, -0.6125, 2.0234], [4.8188, -4.1614, -2.2208], [-3.2054, 6.2716, -0.0872], [2.4513, -5.4907, 0.3007], [6.2467, 6.3693, -0.5270], [-3.7142, -2.6425, 0.5698], [-7.0621, -0.2775, -0.0400], [0.4432, 5.7332, 1.8082], [2.3726, -2.6513, 1.8251], [-0.5141, 7.7764, 3.4980], [-0.0257, 6.9086, 1.2906], [1.2256, 1.6073, -0.5203], [2.2590, 2.1637, 5.6921], [3.8366, -3.3419, -2.9233], [0.9571, 4.7127, 3.5819], [-0.0011, 0.8599, 4.6200], [0.8257, -6.8548, -3.4476], [0.7326, -6.6313, -7.1890], [-3.9001, 5.3110, 3.7144], [-4.5410, 6.1911, 2.8827], [1.0977, 4.4182, 0.6898], [3.7234, 4.8671, 2.5796], [2.8222, 5.0890, 0.5750], [2.9351, -5.4147, -0.6802], [1.7818, -4.8579, -3.9805], [-4.9013, -1.5000, -3.1112], [1.4237, -7.5513, -6.3153], [4.3311, 6.0156, -2.1570], [0.8829, -4.7278, -4.6053], [-0.2587, 6.8663, 0.2414], [-2.9712, -1.5657, -2.1539], [-0.7605, 0.2575, 4.1370], [-4.7246, -5.8697, -6.0913], [0.4441, 4.4540, -0.6189], [-7.1258, -1.7212, -1.7114], [0.3715, 1.9281, 2.0716], [3.9979, -7.3114, -0.6445], [5.0965, 5.7080, 1.1380], [2.2397, -7.4066, -0.8253], [-4.4004, -0.2137, 0.1632], [2.3433, -4.7496, -1.3057], [-5.8686, -2.6134, 0.7510], [-4.8722, -2.4721, -0.1405], [3.8594, 5.2000, 1.5417], [3.1040, -6.8534, -1.1418], [0.0543, 6.6431, 3.9757], [-3.4885, 5.9322, 0.9224], [3.2466, -4.0366, -4.5378], [1.8394, -6.4559, -3.7209], [1.9050, 2.3883, 4.3666]],
  "lowdin_charge": [-0.311, -0.107, 0.093, -0.720, 0.074, 0.105, 0.025, 0.341, -0.113, 0.002, -0.026, -0.076, -0.074, -0.110, -0.179, 0.094, -0.286, -0.104, 0.114, -0.075, -0.045, -0.064, 0.094, 0.868, 0.081, 0.090, -0.151, -0.095, -0.092, -0.048, 0.093, 0.095, -1.005, -0.103, 0.839, 0.114, -0.361, 0.065, 0.088, 0.138, -0.083, -0.024, -0.423, 0.092, 1.409, -0.421, 0.085, -0.528, -0.523, 0.077, 0.052, -0.037, -0.067, -0.068, -0.068, 0.119, 0.089, 0.146, 0.136, -0.377, 0.095, 0.001, 0.147, -0.053, -0.601, 0.099, 0.091, 0.086, 0.096, 0.176, -0.310, 0.087, -0.085, -0.106, 0.106, -0.115, -0.513, 0.072, -0.040, 0.095, 0.918, -0.092, -0.040, 0.620, 0.099, -0.250, -0.542, -0.574, 0.131, -0.437, 0.087, 0.058, 0.103, 0.157, 0.059, 0.112, -0.343, 0.105, 0.724, 0.080, -0.095, 0.059, -0.283, 0.036, 0.164, -0.513, -0.053, -0.526, -0.086, -0.112, 0.852, -0.513, -0.088],
  "homo_lumo_gap_ev": 4.9982,
  "total_charge": -2,
  "lumo_ev": 1.5539
}



(3)
{
  "formula": "C7H12O",
  "method": "ωB97M-V/def2-TZVPD",
  "symbols": ["H", "H", "C", "C", "C", "C", "H", "H", "C", "H", "H", "H", "C", "H", "C", "H", "H", "H", "O", "H"],
  "xyz": [[-3.2568, 0.2056, 0.7526], [1.7281, -1.4989, -1.2757], [0.6390, -0.4936, 0.1568], [-1.7771, 2.2437, -0.0236], [-2.3371, -0.1661, 0.2981], [2.7060, -1.9198, 0.6542], [2.6977, -0.2286, -0.5702], [-2.2971, -1.2457, 0.3167], [-0.2024, 0.3521, -0.7982], [-2.2985, 2.7856, -0.7986], [0.4045, 1.2646, -0.8748], [-0.7830, 2.6612, 0.1309], [1.9819, -1.0183, -0.3212], [-2.2701, 2.3577, 0.9443], [-1.5604, 0.7550, -0.2656], [0.1161, -1.4654, 0.2466], [2.1354, -2.1285, 1.5945], [0.6724, 0.0162, 1.1287], [3.7915, -2.3944, 0.4965], [-0.0902, -0.0825, -1.7922]],
  "lowdin_charge": [0.062, 0.128, -0.239, -0.055, 0.036, -0.275, 0.124, 0.062, -0.191, 0.074, 0.104, 0.070, -0.173, 0.077, -0.345, 0.112, 0.127, 0.127, 0.059, 0.116],
  "homo_lumo_gap_ev": 10.5411,
  "smiles": "C=C(C)CCCC=O",
  "lumo_ev": 0.9310
}



(4)
{
  "formula": "C4H6FNO",
  "method": "ωB97M-V/def2-TZVPD",
  "symbols": ["H", "F", "O", "H", "C", "C", "H", "H", "H", "C", "C", "N", "H"],
  "xyz": [[1.7895, 1.1785, 0.9990], [-2.4595, -1.4183, -0.1038], [-2.9782, 1.0239, 0.2093], [2.7926, 0.6663, -0.5253], [1.6307, 0.7454, -0.1799], [-0.2189, -1.2094, -0.0590], [-0.1716, -2.3085, 0.5364], [-1.0252, 1.8262, -0.2473], [1.9449, -1.3035, 0.7984], [-1.3957, -0.6119, -0.4751], [-1.7639, 0.8904, -0.1325], [1.0776, -0.6855, 0.0387], [0.7777, 1.2063, -0.8590]],
  "lowdin_charge": [0.126, -0.035, -0.027, 0.103, -0.124, -0.119, 0.187, 0.130, 0.253, -0.242, -0.159, -0.171, 0.078],
  "homo_lumo_gap_ev": 8.3492,
  "lumo_ev": -0.0106
}



(5)
{
  "formula": "C5H6Br2",
  "method": "ωB97M-V/def2-TZVPD",
  "symbols": ["H", "Br", "C", "H", "H", "C", "H", "C", "Br", "C", "H", "C", "H"],
  "xyz": [[1.4326, 1.1662, 1.7411], [-1.5432, 1.2068, 0.8475], [-1.4075, 0.4309, -1.8983], [1.0421, -0.7813, -0.9536], [-2.4909, 0.3181, -1.8800], [1.0229, -0.8352, 1.2865], [-0.9072, -0.2280, -2.7079], [1.4752, 0.0814, 2.1231], [1.0412, -2.7025, 1.3791], [0.4702, -0.3534, -0.2316], [1.7801, -0.0472, 3.1678], [-0.6911, 0.2718, -0.5761], [-1.2244, 1.4724, -2.2976]],
  "lowdin_charge": [0.091, 0.724, -0.155, 0.044, 0.064, -0.792, 0.106, -0.077, 0.734, -0.170, 0.066, -0.722, 0.088],
  "homo_lumo_gap_ev": 9.9319,
  "smiles": "C=C(Br)/C=C(/C)Br",
  "lumo_ev": 0.7470
}



(6)
{
  "formula": "ClH22O15",
  "method": "ωB97M-V/def2-TZVPD",
  "symbols": ["O", "H", "H", "H", "H", "H", "H", "Cl", "O", "H", "H", "H", "H", "H", "H", "O", "H", "O", "O", "H", "O", "H", "O", "O", "O", "O", "H", "H", "O", "O", "O", "H", "O", "H", "H", "O", "H", "H"],
  "xyz": [[-18.6915, 0.3890, 14.5895], [-15.4841, 1.7808, 16.4478], [-13.8666, 3.8862, 17.6734], [-17.6601, -3.2935, 19.0305], [-15.7424, -0.7747, 15.7306], [-16.6998, -2.2744, 19.5602], [-19.5923, -1.6224, 16.5404], [-16.6133, 0.7886, 18.7900], [-16.1791, 2.2763, 15.9265], [-19.0851, 1.2488, 14.6789], [-16.8712, 2.6406, 16.5044], [-18.4876, -1.2515, 17.5742], [-13.5979, -0.4406, 17.1026], [-12.1350, 0.2492, 17.1901], [-13.1081, 0.4239, 19.9228], [-13.3814, 3.0947, 17.3408], [-18.8820, 2.9756, 16.8429], [-18.2583, 3.3529, 17.5147], [-15.1048, 2.7503, 20.7934], [-13.6287, 2.2865, 17.7995], [-17.4349, 0.3798, 17.6040], [-15.8318, -2.1270, 17.4546], [-16.3747, -0.4342, 19.5876], [-16.7580, -3.1235, 19.1058], [-13.4379, -0.3972, 19.6028], [-12.9277, 0.0776, 16.6515], [-18.0669, 2.6426, 18.1704], [-17.8161, 0.3407, 14.9406], [-18.8444, -1.9549, 17.0352], [-17.3414, 1.7986, 19.6013], [-15.2855, 1.3410, 18.4195], [-14.3411, -0.1256, 19.4908], [-15.1364, -1.5953, 17.1497], [-14.5738, -2.2776, 16.7620], [-15.4461, 0.3519, 14.6441], [-15.9580, -0.4247, 14.8449], [-15.7450, 2.6436, 21.4722], [-15.5303, 3.1097, 20.0036]],
  "lowdin_charge": [-0.052, 0.023, 0.057, -0.002, -0.008, 0.005, 0.027, 0.841, -0.104, 0.010, -0.024, -0.020, -0.027, 0.048, 0.019, -0.078, 0.069, -0.090, -0.058, -0.022, -0.335, 0.006, -0.346, -0.029, -0.040, -0.065, -0.011, -0.036, -0.057, -0.344, -0.374, -0.039, -0.033, 0.094, 0.027, -0.067, 0.014, 0.021],
  "homo_lumo_gap_ev": 9.8676,
  "total_charge": -1,
  "lumo_ev": 2.7789
}



(7)
{
  "formula": "C20H20N6O2",
  "method": "ωB97M-V/def2-TZVPD",
  "symbols": ["N", "N", "C", "H", "H", "H", "C", "H", "N", "C", "H", "H", "N", "C", "C", "H", "C", "H", "H", "N", "H", "C", "H", "C", "N", "C", "O", "C", "O", "C", "C", "H", "H", "H", "H", "H", "C", "C", "H", "C", "H", "C", "C", "H", "C", "H", "C", "C"],
  "xyz": [[4.7793, 2.4209, 1.7403], [0.4313, -1.6570, 4.0321], [-0.1129, -1.3272, 1.9898], [1.3034, 2.8133, 3.2485], [-2.6146, 2.0087, -3.5634], [-3.5111, -2.2498, -6.9796], [-0.6364, -0.0005, -1.5154], [1.5280, 1.2737, -0.5533], [-0.0928, -0.2542, -0.2290], [-0.5105, -1.2444, 0.6018], [0.1058, -1.8626, -2.0617], [-0.8716, -1.7697, -4.3126], [-0.3253, -2.0978, 3.0124], [-1.1171, -0.9535, -3.6258], [0.4361, -2.3501, 5.3528], [2.5635, -3.2460, 5.2499], [0.9071, -0.3224, 2.3987], [-4.2807, 0.0942, -6.0546], [-2.2837, 1.8484, -0.0810], [4.4750, 3.4219, 2.5818], [3.0793, 4.5662, 3.5854], [-1.4041, 1.1181, -1.8508], [-0.1053, -3.2974, 5.2416], [2.4781, 1.6238, 1.8436], [1.2654, -0.5918, 3.6474], [-1.8491, 0.1399, -4.0773], [-2.3725, 0.3355, -5.3171], [2.3085, 2.6821, 2.7636], [-1.4792, -1.9436, 0.2781], [1.4590, 0.5505, 1.4596], [-0.5251, -1.0707, -2.3831], [-0.6260, 2.4529, -0.2650], [2.2979, -1.4972, 5.9125], [4.3984, 0.7303, 0.8477], [-2.0767, 3.1445, -1.2332], [1.8552, -2.8663, 6.8799], [-2.0382, 1.2002, -3.1183], [1.8794, -2.5750, 5.8512], [-2.0258, -1.7603, -6.5790], [-2.9787, -1.3804, -6.7458], [-2.9619, -0.7751, -7.6754], [1.0213, 0.5177, 0.1402], [3.8332, 1.5204, 1.4318], [-3.7239, -1.0480, -4.7132], [-1.6062, 2.2733, -0.7995], [-0.0444, -1.7232, 6.1261], [-3.4769, -0.5068, -5.5903], [3.2457, 3.6346, 3.1080]],
  "lowdin_charge": [0.003, -0.144, -0.120, 0.127, 0.124, 0.053, -0.201, 0.173, 0.034, -0.362, 0.123, 0.120, 0.174, -0.002, -0.169, 0.093, -0.190, 0.128, 0.072, -0.006, 0.095, -0.148, 0.115, -0.139, 0.187, -0.279, -0.075, -0.028, 0.069, -0.132, 0.007, 0.079, 0.091, 0.132, 0.069, 0.049, 0.067, -0.104, 0.044, -0.062, 0.094, 0.034, -0.095, 0.113, -0.010, 0.118, -0.210, -0.114],
  "homo_lumo_gap_ev": 8.4943,
  "smiles": "CCOc1ccc(-n2cc(-c3ccnnc3)c3nn(CC)nc3c2=O)c(C)c1",
  "lumo_ev": 0.0369
}



(8)
{
  "formula": "C4H5N3",
  "method": "ωB97M-V/def2-TZVPD",
  "symbols": ["N", "C", "C", "N", "C", "H", "H", "C", "H", "N", "H", "H"],
  "xyz": [[-0.0742, -0.7110, -0.8706], [-1.7015, 0.8951, 0.5272], [0.9001, 1.1673, 1.5039], [3.1511, -1.9158, -1.5034], [2.2736, -1.3800, -1.0045], [-2.3928, 1.5653, -0.0602], [-0.0636, -0.9715, -1.8550], [1.1533, -0.7172, -0.4701], [1.2630, -0.5302, 0.5849], [-0.1083, 1.6727, 1.2717], [-2.3297, 0.8705, 1.4586], [-1.8475, -0.1304, 0.1689]],
  "lowdin_charge": [0.112, 0.047, -0.115, 0.176, -0.189, 0.067, 0.073, -0.252, 0.012, -0.008, 0.049, 0.027],
  "homo_lumo_gap_ev": 9.9164,
  "lumo_ev": -1.0569
}



Listing energy above the lowest of the compared OMol25 structures with the same formula, charge and spin for the structures above in their given order: 115.5; 0.0; 29.4; 121.6; 30.4; 18.0; 115.7; 151.9 kcal per mole.